1.
{
  "formula": "C44H50BrIN8S3Sc",
  "method": "ωB97M-V/def2-TZVPD",
  "total_energy_ha": -6971.13553,
  "total_charge": 3,
  "e_lumo_ev": -8.44,
  "orbital_gap_ev": 6.657,
  "species": ["Sc", "N", "C", "C", "C", "C", "C", "C", "C", "C", "N", "C", "H", "H", "H", "H", "H", "H", "H", "H", "N", "C", "C", "C", "C", "N", "H", "H", "H", "H", "H", "H", "H", "H", "H", "H", "H", "H", "S", "C", "N", "C", "C", "N", "C", "C", "C", "C", "C", "C", "C", "C", "S", "C", "C", "C", "C", "C", "C", "C", "H", "H", "H", "H", "H", "H", "H", "H", "H", "H", "H", "H", "H", "H", "H", "H", "H", "H", "Br", "C", "C", "C", "C", "C", "C", "I", "H", "H", "H", "H", "N", "C", "S", "N", "C", "C", "C", "C", "C", "C", "H", "H", "H", "H", "H", "H", "H", "H"],
  "xyz": [[-0.054, 1.378, -0.871], [2.284, 1.746, -0.755], [2.860, 1.691, 0.570], [4.157, 2.038, 0.825], [4.689, 1.920, 2.128], [3.915, 1.436, 3.142], [2.564, 1.087, 2.904], [1.714, 0.602, 3.924], [0.407, 0.332, 3.638], [-0.065, 0.569, 2.335], [0.694, 0.997, 1.344], [2.019, 1.242, 1.611], [2.667, 2.538, -1.272], [2.581, 0.920, -1.279], [4.790, 2.390, 0.021], [5.715, 2.206, 2.308], [4.316, 1.327, 4.139], [2.109, 0.465, 4.922], [-0.276, -0.025, 4.394], [-1.110, 0.415, 2.101], [0.058, 3.665, -0.825], [0.327, 4.498, -2.047], [-0.947, 4.895, -2.769], [-1.731, 3.784, -3.465], [-2.633, 2.949, -2.562], [-2.026, 1.657, -2.092], [-0.779, 4.034, -0.368], [0.800, 3.854, -0.147], [0.988, 3.934, -2.708], [0.857, 5.399, -1.730], [-0.660, 5.639, -3.514], [-1.602, 5.425, -2.069], [-1.052, 3.133, -4.022], [-2.372, 4.251, -4.213], [-3.559, 2.698, -3.086], [-2.921, 3.513, -1.675], [-1.867, 1.068, -2.914], [-2.767, 1.173, -1.583], [-1.787, -0.685, -0.307], [-0.906, -1.941, 0.404], [-1.448, -2.905, 1.094], [-0.616, -3.995, 1.631], [0.667, -3.411, 2.150], [1.318, -2.645, 1.077], [2.796, -2.774, 1.032], [3.182, -4.178, 0.657], [3.930, -4.952, 1.534], [4.286, -6.250, 1.189], [3.885, -6.775, -0.028], [3.135, -6.004, -0.908], [2.786, -4.708, -0.569], [0.619, -1.964, 0.217], [1.258, -1.128, -1.107], [-2.921, -3.044, 1.287], [-3.250, -3.310, 2.728], [-3.782, -4.524, 3.136], [-4.079, -4.737, 4.477], [-3.837, -3.741, 5.409], [-3.308, -2.521, 5.004], [-3.020, -2.307, 3.668], [-0.445, -4.734, 0.843], [-1.172, -4.465, 2.442], [1.354, -4.204, 2.445], [0.496, -2.747, 3.003], [3.148, -2.532, 2.037], [3.170, -2.025, 0.336], [4.247, -4.543, 2.485], [4.874, -6.846, 1.870], [4.163, -7.783, -0.298], [2.836, -6.413, -1.862], [2.222, -4.102, -1.268], [-3.252, -3.846, 0.625], [-3.373, -2.113, 0.949], [-3.978, -5.303, 2.412], [-4.502, -5.680, 4.791], [-4.073, -3.909, 6.449], [-3.141, -1.739, 5.732], [-2.638, -1.344, 3.341], [-3.653, 5.884, 2.210], [-3.458, 4.496, 3.457], [-3.697, 4.781, 4.799], [-3.565, 3.793, 5.759], [-3.196, 2.507, 5.396], [-2.956, 2.209, 4.065], [-3.087, 3.205, 3.108], [-2.775, 2.709, 1.102], [-3.989, 5.782, 5.079], [-3.759, 4.032, 6.794], [-3.107, 1.735, 6.146], [-2.696, 1.202, 3.770], [-0.713, -0.692, -3.841], [0.152, 0.197, -4.379], [0.975, 1.300, -3.343], [0.253, 0.224, -5.698], [0.961, 1.073, -6.621], [0.369, 1.185, -7.874], [0.974, 1.954, -8.851], [2.169, 2.606, -8.580], [2.759, 2.468, -7.334], [2.166, 1.698, -6.342], [-0.551, -0.957, -2.876], [-1.123, -1.409, -4.424], [-0.352, -0.431, -6.184], [-0.563, 0.678, -8.089], [0.512, 2.039, -9.823], [2.645, 3.204, -9.342], [3.705, 2.949, -7.129], [2.667, 1.568, -5.401]]
}

***

2.
{
  "formula": "C44H50ORuSi4",
  "method": "ωB97M-V/def2-TZVPD",
  "s_squared": 6.016,
  "multiplicity": 5,
  "total_energy_ha": -3034.82684,
  "de_lowest_kcal_mol": 10.6,
  "total_charge": 0,
  "e_lumo_ev": [0.26, -1.21],
  "orbital_gap_ev": [6.739, 7.358],
  "species": ["Ru", "C", "Si", "C", "C", "C", "C", "C", "C", "C", "Si", "C", "C", "H", "H", "H", "H", "H", "H", "H", "H", "H", "H", "H", "H", "H", "H", "H", "H", "C", "C", "C", "C", "Si", "O", "C", "C", "C", "C", "C", "C", "C", "C", "C", "C", "C", "C", "H", "H", "H", "H", "H", "H", "H", "H", "H", "H", "H", "H", "H", "H", "H", "H", "H", "H", "H", "C", "C", "C", "C", "C", "C", "Si", "C", "C", "C", "C", "C", "C", "C", "C", "C", "C", "C", "C", "H", "H", "H", "H", "H", "H", "H", "H", "H", "H", "H", "H", "H", "H", "H"],
  "xyz": [[-0.753, 0.210, -0.196], [0.391, 3.995, 0.404], [0.136, 2.460, -0.634], [1.808, 1.981, -1.344], [-1.047, 2.922, -2.066], [-0.685, 4.089, -2.755], [-1.439, 4.574, -3.812], [-2.581, 3.893, -4.207], [-2.944, 2.727, -3.552], [-2.199, 2.215, -2.484], [-2.746, 0.541, -1.731], [-3.090, -0.621, -3.168], [-4.380, 0.801, -0.833], [0.763, 4.784, -0.255], [1.151, 3.828, 1.172], [-0.512, 4.358, 0.886], [2.180, 2.813, -1.949], [1.741, 1.101, -1.985], [2.540, 1.766, -0.561], [0.204, 4.638, -2.463], [-1.136, 5.480, -4.323], [-3.182, 4.265, -5.028], [-3.830, 2.197, -3.887], [-3.913, -0.255, -3.788], [-3.362, -1.616, -2.808], [-2.206, -0.723, -3.799], [-5.119, 1.235, -1.512], [-4.286, 1.459, 0.032], [-4.772, -0.156, -0.477], [0.874, -1.221, -3.654], [1.065, -2.529, -2.873], [2.020, -3.465, -3.622], [-0.298, -3.223, -2.746], [1.653, -2.165, -1.105], [0.555, -1.229, -0.374], [3.311, -1.284, -0.987], [4.125, -0.907, -2.055], [5.304, -0.199, -1.852], [5.695, 0.141, -0.567], [4.905, -0.229, 0.513], [3.728, -0.931, 0.302], [1.798, -3.777, -0.158], [2.968, -4.537, -0.188], [3.060, -5.741, 0.497], [1.979, -6.205, 1.232], [0.807, -5.464, 1.279], [0.721, -4.264, 0.587], [0.431, -1.427, -4.634], [1.816, -0.693, -3.823], [0.198, -0.541, -3.125], [1.616, -3.706, -4.611], [2.150, -4.407, -3.082], [3.009, -3.026, -3.769], [-0.721, -3.402, -3.741], [-1.007, -2.605, -2.187], [-0.211, -4.187, -2.240], [3.840, -1.154, -3.071], [5.915, 0.085, -2.700], [6.614, 0.691, -0.406], [5.209, 0.026, 1.521], [3.117, -1.205, 1.156], [3.828, -4.177, -0.743], [3.978, -6.314, 0.462], [2.050, -7.142, 1.771], [-0.038, -5.821, 1.855], [-0.200, -3.691, 0.622], [-2.833, 5.189, 3.353], [-1.826, 4.629, 4.125], [-1.253, 3.419, 3.750], [-1.672, 2.761, 2.594], [-2.687, 3.342, 1.827], [-3.267, 4.543, 2.202], [-0.927, 1.127, 2.087], [0.554, 0.707, 3.147], [0.421, -0.075, 4.297], [1.521, -0.368, 5.092], [2.772, 0.128, 4.753], [2.923, 0.906, 3.614], [1.825, 1.183, 2.814], [-2.216, -0.232, 2.171], [-1.816, -1.528, 1.797], [-2.735, -2.572, 1.735], [-4.058, -2.339, 2.065], [-4.468, -1.066, 2.455], [-3.562, -0.022, 2.496], [-3.278, 6.132, 3.644], [-1.485, 5.133, 5.020], [-0.463, 2.991, 4.357], [-3.006, 2.862, 0.907], [-4.046, 4.982, 1.592], [-0.552, -0.468, 4.571], [1.401, -0.982, 5.975], [3.631, -0.098, 5.373], [3.898, 1.289, 3.343], [1.962, 1.764, 1.908], [-0.767, -1.737, 1.598], [-2.411, -3.563, 1.442], [-4.776, -3.149, 2.027], [-5.503, -0.893, 2.723], [-3.895, 0.969, 2.781]]
}

***

3.
{
  "formula": "C44H51IrN2O4S3Se",
  "method": "ωB97M-V/def2-TZVPD",
  "total_energy_ha": -5818.34609,
  "de_lowest_kcal_mol": 0.0,
  "total_charge": -2,
  "e_lumo_ev": 3.90,
  "orbital_gap_ev": 5.820,
  "species": ["Ir", "C", "C", "C", "C", "C", "C", "C", "Se", "C", "C", "C", "C", "C", "C", "O", "C", "C", "C", "C", "C", "C", "C", "C", "C", "O", "C", "C", "C", "C", "C", "C", "H", "H", "H", "H", "H", "H", "H", "H", "H", "H", "H", "H", "H", "H", "H", "H", "H", "H", "H", "H", "H", "H", "H", "H", "H", "H", "H", "H", "H", "H", "H", "H", "H", "H", "H", "H", "H", "H", "H", "H", "S", "C", "S", "S", "O", "C", "N", "C", "C", "O", "N", "C", "C", "C", "C", "C", "C", "C", "C", "C", "C", "C", "C", "H", "H", "H", "H", "H", "H", "H", "H", "H", "H", "H"],
  "xyz": [[0.407, -1.100, -0.448], [2.534, 5.227, 3.968], [1.284, 4.807, 3.194], [1.077, 5.810, 2.049], [0.084, 4.887, 4.149], [1.399, 3.391, 2.629], [0.374, 2.869, 1.852], [0.453, 1.589, 1.335], [-0.970, 0.913, 0.243], [-1.979, -0.063, 1.545], [-2.983, 0.588, 2.253], [-3.739, -0.080, 3.197], [-3.441, -1.439, 3.390], [-2.459, -2.129, 2.711], [-1.688, -1.437, 1.709], [-0.800, -2.070, 1.020], [-2.196, -3.614, 2.979], [-2.534, -4.432, 1.723], [-0.726, -3.850, 3.367], [-3.059, -4.140, 4.130], [-4.876, 0.572, 3.980], [-4.665, 0.382, 5.489], [-6.211, -0.073, 3.579], [-4.970, 2.074, 3.708], [1.565, 0.747, 1.555], [1.628, -0.458, 1.078], [2.627, 1.277, 2.345], [2.506, 2.564, 2.846], [3.878, 0.428, 2.584], [3.508, -0.872, 3.316], [4.913, 1.160, 3.444], [4.540, 0.093, 1.238], [2.400, 6.238, 4.360], [3.419, 5.226, 3.327], [2.725, 4.561, 4.812], [1.065, 6.836, 2.433], [0.133, 5.632, 1.532], [1.879, 5.721, 1.315], [-0.053, 5.910, 4.517], [0.234, 4.227, 5.006], [-0.835, 4.577, 3.650], [-0.513, 3.457, 1.637], [-3.147, 1.639, 2.048], [-4.024, -1.980, 4.127], [-1.930, -4.114, 0.877], [-3.594, -4.324, 1.473], [-2.330, -5.493, 1.903], [-0.062, -3.599, 2.546], [-0.584, -4.902, 3.634], [-0.456, -3.238, 4.233], [-4.125, -4.105, 3.892], [-2.891, -3.577, 5.053], [-2.796, -5.183, 4.320], [-4.604, -0.674, 5.756], [-5.493, 0.826, 6.051], [-3.735, 0.860, 5.805], [-6.214, -1.140, 3.811], [-6.375, 0.033, 2.505], [-7.047, 0.395, 4.110], [-4.024, 2.575, 3.922], [-5.743, 2.516, 4.343], [-5.234, 2.276, 2.668], [3.324, 2.952, 3.435], [3.058, -0.647, 4.288], [4.409, -1.470, 3.486], [2.802, -1.457, 2.732], [4.515, 1.423, 4.428], [5.273, 2.071, 2.960], [5.773, 0.502, 3.596], [3.867, -0.472, 0.595], [5.442, -0.504, 1.404], [4.827, 1.009, 0.715], [4.133, -1.564, -3.075], [2.788, -1.401, -2.107], [2.074, -2.609, -1.110], [1.769, -0.020, -1.964], [-0.678, -4.123, -1.417], [-1.037, -3.202, -2.112], [-1.803, -3.382, -3.279], [-1.796, -2.153, -4.050], [-1.294, -1.151, -2.977], [-1.358, 0.053, -3.128], [-0.808, -1.848, -1.925], [-3.173, -1.732, -4.529], [-3.295, -0.650, -5.399], [-4.544, -0.224, -5.818], [-5.692, -0.873, -5.377], [-5.575, -1.944, -4.506], [-4.322, -2.370, -4.082], [-0.790, -2.248, -5.196], [-1.110, -3.045, -6.295], [-0.198, -3.237, -7.320], [1.054, -2.636, -7.255], [1.380, -1.845, -6.164], [0.462, -1.643, -5.141], [-1.589, -4.246, -3.753], [-2.401, -0.137, -5.729], [-4.624, 0.624, -6.488], [-6.669, -0.539, -5.706], [-6.463, -2.451, -4.146], [-4.223, -3.196, -3.390], [-2.090, -3.509, -6.349], [-0.461, -3.861, -8.167], [1.775, -2.794, -8.048], [2.361, -1.394, -6.080], [0.744, -1.031, -4.293]]
}

***

4.
{
  "formula": "C44H52KN9S4Sb",
  "method": "ωB97M-V/def2-TZVPD",
  "total_energy_ha": -4633.37073,
  "de_lowest_kcal_mol": 114.6,
  "total_charge": -1,
  "e_lumo_ev": [1.47, 0.94],
  "orbital_gap_ev": [3.065, 2.539],
  "species": ["K", "N", "C", "C", "N", "C", "C", "N", "C", "C", "N", "H", "H", "H", "H", "H", "H", "N", "C", "C", "C", "C", "C", "C", "N", "C", "C", "C", "S", "C", "N", "H", "H", "H", "H", "H", "H", "H", "S", "C", "C", "C", "C", "C", "C", "S", "H", "H", "H", "H", "C", "C", "C", "C", "Sb", "C", "C", "C", "C", "C", "C", "C", "C", "H", "H", "H", "H", "H", "H", "H", "H", "H", "H", "H", "H", "H", "H", "H", "H", "H", "H", "H", "H", "H", "H", "H", "H", "H", "H", "H", "S", "C", "C", "C", "N", "C", "C", "C", "C", "C", "N", "C", "C", "H", "H", "H", "H", "H", "H", "H", "H"],
  "xyz": [[-0.766, -2.037, 0.495], [3.959, -1.948, 2.029], [4.077, -3.352, 1.997], [2.768, -3.765, 2.086], [1.892, -2.716, 2.156], [2.650, -1.629, 1.985], [2.077, -0.297, 1.727], [0.977, 0.062, 1.121], [0.904, 1.420, 1.271], [1.996, 1.946, 1.896], [2.800, 0.781, 2.149], [4.747, -1.363, 1.968], [4.938, -4.008, 2.063], [2.339, -4.777, 2.217], [0.042, 1.831, 0.830], [2.305, 2.942, 2.192], [3.571, 0.739, 2.799], [-0.620, -6.246, -2.332], [-0.590, -7.008, -1.155], [-0.353, -8.366, -0.907], [-0.513, -8.841, 0.396], [-0.636, -7.930, 1.485], [-0.568, -6.577, 1.243], [-0.648, -6.116, -0.082], [-0.817, -4.795, -0.578], [-0.917, -4.977, -1.891], [-1.393, -3.902, -2.772], [-1.889, -4.068, -3.988], [-2.815, -2.650, -4.473], [-2.285, -1.847, -2.975], [-1.445, -2.515, -2.264], [-1.004, -6.637, -3.172], [-0.306, -9.086, -1.746], [-0.439, -9.869, 0.577], [-0.546, -8.308, 2.485], [-0.703, -5.796, 2.029], [-1.457, -4.904, -4.599], [-2.606, -0.860, -2.692], [-4.989, -1.350, -0.594], [-5.426, 0.274, -0.106], [-6.655, 0.644, 0.491], [-6.951, 1.977, 0.674], [-6.004, 2.979, 0.337], [-4.676, 2.649, -0.041], [-4.383, 1.303, -0.340], [-2.806, 0.844, -0.737], [-7.295, -0.232, 0.737], [-7.855, 2.224, 1.293], [-6.392, 3.979, 0.424], [-3.882, 3.431, -0.040], [5.376, 2.636, -0.814], [5.013, 2.032, -2.117], [5.888, 2.365, -3.419], [4.489, 0.640, -2.079], [3.138, 3.432, -2.719], [0.428, 2.412, -5.264], [-0.043, 3.715, -5.698], [-0.220, 1.735, -4.125], [1.646, 1.814, -5.962], [3.139, 5.601, -2.166], [2.619, 5.690, -0.722], [4.503, 6.164, -2.497], [2.101, 6.347, -3.122], [5.933, 1.799, -0.294], [4.615, 2.918, -0.158], [6.131, 3.448, -0.856], [6.406, 1.495, -3.806], [6.582, 3.235, -3.211], [5.216, 2.763, -4.306], [5.179, -0.164, -1.934], [4.040, 0.450, -3.083], [3.745, 0.448, -1.269], [-0.008, 4.477, -4.922], [-1.119, 3.571, -5.964], [0.541, 4.157, -6.530], [-0.875, 2.492, -3.630], [0.458, 1.326, -3.300], [-0.717, 0.814, -4.579], [2.435, 2.650, -6.040], [1.326, 1.442, -6.877], [2.190, 1.058, -5.338], [3.485, 5.632, -0.036], [1.976, 4.814, -0.350], [2.025, 6.610, -0.587], [5.215, 5.757, -1.770], [4.395, 7.239, -2.488], [4.807, 5.881, -3.565], [1.058, 5.900, -3.068], [2.539, 6.394, -4.142], [2.106, 7.426, -2.773], [-4.337, -2.156, 6.808], [-3.491, -2.590, 5.346], [-4.177, -2.523, 4.170], [-3.365, -2.548, 2.981], [-2.049, -2.642, 2.978], [-1.432, -2.900, 4.153], [-2.127, -2.916, 5.365], [-3.927, -0.491, 7.013], [-4.275, 0.423, 5.999], [-3.960, 1.803, 6.122], [-3.549, 2.201, 7.282], [-3.117, 1.413, 8.250], [-3.234, 0.021, 8.134], [-5.292, -2.509, 4.030], [-3.891, -2.356, 2.082], [-0.429, -3.088, 4.154], [-1.603, -2.908, 6.318], [-4.798, -0.036, 5.091], [-4.300, 2.585, 5.432], [-2.900, 1.974, 9.147], [-2.925, -0.618, 9.053]]
}